(1)
Below is an isolated ion of composition C4H4ClF2N2 and charge +1 in a non-equilibrium geometry, with properties calculated with ωB97M-V with the def2-TZVPD basis set.

The LUMO energy comes out at -5.4 eV. The SMILES is FC1=N[C@H](Cl)CC(F)=[NH+]1. The calculation puts the electronic energy at -923.93399 hartree. The energy above the lowest of the compared OMol25 structures with the same formula, charge and spin is 5.0 kcal/mol.

Geometry as ORCA input:
```
! RIJCOSX wB97M-V def2-TZVPD def2/J DEFGRID3
* xyz 1 1
F -0.426 -2.926 -0.144
C -0.429 -1.612 -0.039
N -1.323 -0.862 0.370
C -1.173 0.557 0.598
Cl -2.596 1.347 -0.135
C 0.136 1.211 -0.119
C 1.143 0.201 -0.362
F 2.302 0.550 -0.770
N 1.003 -1.056 -0.288
H -1.009 0.564 1.730
H 0.024 1.577 -1.162
H 0.484 2.016 0.671
H 1.862 -1.566 -0.351
*
```

---

(2)
Below is one molecule with the formula C4H4ClN in a non-equilibrium geometry, with properties calculated with ωB97M-V with the def2-TZVPD basis set.

The LUMO energy (spin up / spin down) comes out at -0.9 / -0.8 eV. The calculation puts the electronic energy at -669.50971 hartree. The energy above the lowest of the compared OMol25 structures with the same formula, charge and spin is 158.0 kcal/mol.

Geometry as ORCA input:
```
! RIJCOSX wB97M-V def2-TZVPD def2/J DEFGRID3
* xyz 0 1
C 2.682 -0.945 0.278
C -1.109 -2.923 1.246
C 1.423 -1.225 0.468
C 0.544 -0.331 0.076
N 3.755 -1.065 0.146
Cl 0.711 -2.926 1.376
H -1.653 -2.022 1.265
H -1.387 -3.625 0.472
H 0.691 0.703 -0.225
H -0.481 -0.858 0.016
*
```

---

(3)
Below is one molecule with the formula C4H4ClN3 in a non-equilibrium geometry, with properties calculated with ωB97M-V with the def2-TZVPD basis set.

The LUMO energy comes out at -0.2 eV. The SMILES is [H]/N=C1C=C(Cl)/C(=N/[H])N/1. The calculation puts the electronic energy at -779.26187 hartree. The energy above the lowest of the compared OMol25 structures with the same formula, charge and spin is 30.4 kcal/mol.

Geometry as ORCA input:
```
! RIJCOSX wB97M-V def2-TZVPD def2/J DEFGRID3
* xyz 0 1
H -2.852 -0.299 -0.062
N -2.183 -1.049 -0.100
C -1.021 -0.626 0.042
C 0.220 -1.413 0.021
C 1.302 -0.589 0.055
Cl 2.969 -0.879 -0.006
C 0.776 0.764 0.116
N 1.529 1.752 -0.082
H 0.966 2.606 -0.128
N -0.633 0.681 0.149
H 0.149 -2.481 0.102
H -1.223 1.532 -0.107
*
```

---

(4)
Below is a 2-piece molecular cluster, C4H4ClN3O2 overall in a non-equilibrium geometry, with properties calculated with ωB97M-V with the def2-TZVPD basis set.

The LUMO energy comes out at 0.3 eV. The SMILES is N#C/C(Cl)=C(/N)O.N=C=O. The calculation puts the electronic energy at -929.73363 hartree. The energy above the lowest of the compared OMol25 structures with the same formula, charge and spin is 16.8 kcal/mol.

Geometry as ORCA input:
```
! RIJCOSX wB97M-V def2-TZVPD def2/J DEFGRID3
* xyz 0 1
N -1.050 2.549 1.491
C -0.546 1.531 1.317
C 0.183 0.291 1.106
Cl -0.386 -1.221 1.906
C 1.160 0.265 0.149
N 1.827 -0.866 -0.213
O 1.648 1.308 -0.565
H 1.533 -1.923 -0.052
H 2.701 -0.773 -0.658
H 0.839 1.862 -0.622
N -2.457 -1.169 -0.618
C -1.830 -0.322 -1.164
O -1.395 0.554 -1.716
H -2.228 -2.086 -0.360
*
```